Record 1
ORCA calculation (ωB97M-V/def2-TZVPD) on a molecular structure, C24H39IrN2O2P3S.

Multiplicity: 6
Highest occupied orbital energy (spin up / spin down), eV: -17.215 / -20.163
HOMO-LUMO gap (spin up / spin down), eV: 6.51 / 5.56
Net charge: +4

Last column: Mulliken spin population.
Cartesian coordinates (Å):
P (-1.781767, -2.304989, 1.415021)  0.53
C (-0.615746, -3.582086, 2.019278)  0.06
H (-1.169281, -4.511649, 2.224185)  0.04
H (-0.121512, -3.216085, 2.932800)  0.00
H (0.148700, -3.764060, 1.246368)  0.00
C (-2.955899, -2.127242, 2.785745)  0.06
H (-3.694681, -1.357982, 2.530492)  -0.01
H (-2.415522, -1.805369, 3.684204)  0.00
H (-3.462398, -3.078333, 2.978633)  0.04
C (-2.765824, -3.300416, 0.217767)  0.07
H (-3.350226, -4.055850, 0.763882)  0.02
H (-2.090532, -3.792007, -0.498819)  0.00
H (-3.444442, -2.641885, -0.343920)  0.00
P (-0.497963, 0.181933, -3.351206)  0.30
C (1.043032, -0.662380, -3.797290)  0.02
H (1.142699, -0.657542, -4.890756)  0.01
H (1.030195, -1.696804, -3.437100)  0.00
H (1.896932, -0.135527, -3.354514)  0.00
C (-1.815164, -0.725072, -4.229747)  0.02
H (-2.764923, -0.179507, -4.183842)  0.00
H (-1.944640, -1.715079, -3.770607)  0.00
H (-1.512022, -0.849139, -5.278521)  0.01
C (-0.366372, 1.808691, -4.158138)  0.01
H (-0.518474, 1.674901, -5.239249)  0.01
H (0.642575, 2.206006, -3.982544)  0.00
H (-1.106439, 2.519285, -3.769172)  0.00
P (0.651986, 2.805876, 1.323026)  0.56
C (2.440616, 2.928085, 1.695442)  0.07
H (2.614496, 3.783854, 2.366454)  0.03
H (2.992632, 3.062222, 0.751505)  0.00
H (2.769602, 1.993155, 2.177288)  0.00
C (0.408890, 4.315845, 0.325228)  0.06
H (0.854899, 5.179721, 0.838516)  0.03
H (-0.663003, 4.488516, 0.156605)  0.00
H (0.895488, 4.177137, -0.652137)  0.00
C (-0.129724, 3.258574, 2.905789)  0.07
H (0.227594, 4.241086, 3.234320)  0.03
H (0.122580, 2.491013, 3.646445)  0.00
H (-1.218050, 3.280687, 2.777915)  0.00
Ir (-1.222963, 0.467719, -0.911978)  0.71
C (-0.385864, -1.232290, -0.882508)  0.20
O (0.195565, -2.242319, -1.015215)  0.01
C (0.567747, 1.068414, -0.770492)  0.32
O (1.692339, 1.318135, -1.020298)  0.07
C (-2.367082, 2.465712, -1.211464)  -0.06
C (-2.401272, 2.275709, 0.178424)  0.21
C (-2.866902, 1.075397, 0.705021)  -0.02
C (-3.408431, 0.099074, -0.137772)  0.19
C (-3.425953, 0.289592, -1.527618)  -0.06
C (-3.004905, 1.530720, -2.047158)  0.23
H (-1.887036, 3.341162, -1.645662)  0.01
H (-2.024486, 3.049279, 0.839888)  0.06
H (-2.778911, 0.896715, 1.783095)  0.01
H (-3.798530, -0.826537, 0.274949)  0.05
H (-3.759775, -0.512760, -2.184617)  0.01
H (-3.087034, 1.752184, -3.104402)  0.02
N (0.490680, -0.002765, 2.861617)  0.10
C (1.626419, -0.604289, 2.363225)  0.09
N (1.860975, -0.797456, 1.086005)  0.04
C (3.118307, -1.351019, 0.899519)  0.23
C (3.739455, -1.666085, -0.323015)  0.05
C (5.023775, -2.204580, -0.329621)  0.09
C (5.712262, -2.419171, 0.874846)  0.23
C (5.131335, -2.088032, 2.101814)  0.08
C (3.837370, -1.575846, 2.106214)  0.10
S (2.877499, -1.082752, 3.490071)  -0.03
H (0.314186, -0.171828, 3.853933)  0.00
H (-0.333259, -0.077369, 2.259917)  0.04
H (3.189363, -1.477645, -1.245212)  0.00
H (5.510570, -2.465554, -1.273855)  0.01
H (6.710841, -2.845426, 0.856406)  0.00
H (5.675403, -2.223673, 3.036597)  0.01

Forces on atoms 1 to 2 (eV/Å):
P -1.4472 -3.2981 0.7339
C 1.0776 0.9253 -0.1732

***

Record 2
ORCA calculation (ωB97M-V/def2-TZVPD) on C5H9NO in the gas phase.

Energy relative to the best compared isomer or geometry (same formula, charge and spin), kJ/mol: 215.3
Highest occupied orbital energy, eV: -7.982
HOMO-LUMO gap, eV: 8.93
Net charge: 0
SMILES: C=CO/C(C)=C/N

Last column: natural (NBO) charge in e.
Cartesian coordinates (Å):
C (2.087807, -0.379353, -0.963961)  -0.54
C (2.017970, -0.481507, 0.355500)  0.15
O (0.894693, -0.580799, 1.107886)  -0.50
C (-0.284823, -0.066025, 0.559835)  0.20
C (-0.370808, 1.431134, 0.607043)  -0.67
C (-1.225472, -0.900840, 0.111864)  -0.05
N (-2.510147, -0.552924, -0.283761)  -0.81
H (1.205174, -0.305125, -1.581252)  0.21
H (3.037442, -0.328154, -1.460985)  0.21
H (2.891658, -0.576505, 0.979997)  0.18
H (-1.068516, 1.805017, -0.132384)  0.20
H (0.603249, 1.861992, 0.403755)  0.23
H (-0.685036, 1.769514, 1.643932)  0.22
H (-1.037043, -1.967427, 0.122811)  0.20
H (-2.915094, -1.155747, -0.984164)  0.38
H (-2.641055, 0.426749, -0.486116)  0.37

Forces on atoms 1 to 2 (eV/Å):
C -0.2292 0.2663 -0.0312
C 0.1593 -0.3672 -0.2729

***

Record 3
ORCA calculation (ωB97M-V/def2-TZVPD) on 3 unconnected molecules or ions with the total composition C4H12O4.

Energy relative to the best compared isomer or geometry (same formula, charge and spin), kJ/mol: 104.3
Highest occupied orbital energy, eV: -0.158
HOMO-LUMO gap, eV: 6.59
Net charge: -2

Last column: natural (NBO) charge in e.
Cartesian coordinates (Å):
C (1.235586, 0.742808, 0.106437)  -0.42
C (2.365463, -0.250739, -0.132084)  -0.45
C (3.856786, 0.235835, -0.121656)  0.00
O (4.672715, -0.776644, 0.235191)  -0.98
C (-0.184659, 0.082087, 0.418884)  -0.06
O (-1.124639, 0.734315, -0.546986)  -0.77
H (1.125322, 1.434750, -0.700079)  0.20
H (1.419013, 1.489804, 0.943909)  0.17
H (2.326292, -1.166662, 0.501517)  0.19
H (2.136485, -0.834772, -1.011278)  0.17
H (4.021316, 0.677279, -1.141350)  0.06
H (3.896480, 1.115162, 0.618464)  0.05
H (-0.169111, -1.020411, 0.158985)  0.14
H (-0.519651, 0.193909, 1.459087)  0.16
H (-1.889059, 0.192118, -0.462386)  0.50
H (-3.333757, -1.021999, 0.450928)  0.41
O (-3.495597, -0.055050, 0.311605)  -1.20
H (-5.585395, -1.134681, -0.936209)  0.43
H (-4.883322, -0.131441, 0.167477)  0.51
O (-5.870262, -0.505676, -0.320452)  -1.11

Forces on atoms 1 to 2 (eV/Å):
C -0.9096 -0.0325 2.3373
C -0.1142 -0.7757 0.6873

***

- Among the records above, which one has the lowest net charge?
  C4H12O4

***

- Look up the net charge of the third one.
  -2

***

- Which of these has the highest net charge?
  C24H39IrN2O2P3S